## i
# CH3NOP2S

CH3NOP2S in the gas phase (ωB97M-V/def2-TZVPD, the OMol25 dataset).

orbital gap (spin up / spin down)	7.59 / 6.93	eV
net charge	0
LUMO level (spin up / spin down)	-0.72 / -1.11	eV
HOMO energy (spin up / spin down)	-0.3052 / -0.2954	hartree

Geometry (Å):
C  -0.095  -1.392  0.436
N  1.122  -1.412  0.112
O  -0.613  1.152  -0.291
P  -1.210  0.042  0.806
P  0.512  2.340  0.017
S  2.370  -0.548  -0.242
H  -0.564  -2.351  0.649
H  -2.184  -0.353  -0.124
H  0.662  2.523  -1.362

---

## ii
# CH3NOP2S

A molecular structure, CH3NOP2S (ωB97M-V/def2-TZVPD, the OMol25 dataset).

orbital gap (spin up / spin down)	7.61 / 7.61	eV
net charge	0
LUMO level (spin up / spin down)	-0.91 / -0.91	eV
HOMO energy (spin up / spin down)	-0.3130 / -0.3130	hartree

Geometry (Å):
C  -0.187  0.928  0.181
N  -0.577  0.586  -1.051
O  -1.156  -1.267  0.546
P  -0.322  -0.157  1.511
P  -1.329  -0.822  -1.004
S  -1.944  -2.249  -2.078
H  0.105  1.980  0.192
H  2.592  0.206  1.063
H  2.821  0.796  0.641

---

Need the numbers? Relative energies in eV: i 1.915; ii 0.000.

---

## i
# BrH2NOS

2 unconnected molecules or ions with the total composition BrH2NOS (ωB97M-V/def2-TZVPD, the OMol25 dataset).

orbital gap (spin up / spin down)	5.28 / 5.27	eV
net charge	0
LUMO level (spin up / spin down)	-3.12 / -3.12	eV
HOMO energy (spin up / spin down)	-0.3087 / -0.3084	hartree

Geometry (Å):
N  -0.924  1.611  0.168
O  -0.001  -2.034  -0.609
S  -1.643  0.613  -0.692
Br  -3.588  0.228  0.173
H  0.620  -1.417  -0.086
H  -0.196  2.143  -0.307

---

## ii
# BrH2NOS

BrH2NOS in the gas phase (ωB97M-V/def2-TZVPD, the OMol25 dataset).

orbital gap (spin up / spin down)	8.09 / 8.07	eV
SMILES string	N=[S@H](=O)Br
net charge	0
LUMO level (spin up / spin down)	-2.64 / -2.63	eV
HOMO energy (spin up / spin down)	-0.3941 / -0.3931	hartree

Geometry (Å):
N  0.849  0.916  -0.464
S  0.026  -0.195  0.145
O  0.126  -2.276  0.147
Br  -2.266  0.497  -0.026
H  1.123  0.840  -1.383
H  0.143  0.219  1.581

---

Need the numbers? Relative energies in eV: i 0.000; ii 1.163.

---

## i
# C4H7ClFN

2 unconnected molecules or ions with the total composition C4H7ClFN (ωB97M-V/def2-TZVPD, the OMol25 dataset).

orbital gap (spin up / spin down)	8.42 / 7.89	eV
net charge	0
LUMO level (spin up / spin down)	0.80 / 0.38	eV
HOMO energy (spin up / spin down)	-0.2801 / -0.2760	hartree

Geometry (Å):
C  1.027  0.553  -1.152
C  -1.055  -1.689  -0.384
C  1.597  1.523  1.004
C  -0.706  -1.354  -1.764
N  0.966  0.590  0.072
F  0.081  -2.275  -2.367
Cl  1.719  1.260  -2.474
H  -1.929  -1.162  -0.088
H  -1.216  -2.792  -0.323
H  -0.135  -1.333  0.161
H  0.774  2.241  1.124
H  2.454  1.997  0.757
H  1.618  1.043  2.002
H  -1.287  -0.707  -2.483

---

## ii
# C4H7ClFN

C4H7ClFN in the gas phase (ωB97M-V/def2-TZVPD, the OMol25 dataset).

orbital gap	10.67	eV
SMILES string	C[C@H]1NC[C@@]1(F)Cl
net charge	0
LUMO level	0.75	eV
HOMO energy	-0.3646	hartree

Geometry (Å):
C  -1.292  1.270  0.154
C  0.053  0.506  0.291
N  0.013  -0.810  1.082
C  1.002  -1.344  -0.016
C  0.481  -0.218  -0.913
F  1.286  0.229  -1.905
Cl  -0.970  -0.926  -1.748
H  -1.596  1.468  1.238
H  -1.226  2.327  -0.302
H  -2.180  0.684  -0.461
H  0.962  1.029  0.824
H  0.500  -0.745  2.035
H  2.107  -1.013  0.136
H  0.861  -2.457  -0.415

---

Need the numbers? Relative energies in eV: i 2.233; ii 0.000.

---

## i
# C5H14NO2

2 unconnected molecules or ions with the total composition C5H14NO2 (ωB97M-V/def2-TZVPD, the OMol25 dataset).

orbital gap	5.69	eV
net charge	-1
LUMO level	3.37	eV
HOMO energy	-0.0854	hartree

Geometry (Å):
C  2.353  -0.632  -0.110
N  0.989  -0.907  0.163
C  0.487  -2.031  -0.566
C  0.622  1.397  -0.861
C  0.060  0.282  -0.021
C  -0.093  0.772  1.684
O  -0.266  2.090  1.716
H  2.717  0.143  0.679
H  2.529  -0.195  -1.189
H  2.932  -1.574  -0.304
H  0.737  -2.106  -1.744
H  0.879  -2.985  -0.172
H  -0.515  -2.171  -0.346
H  1.029  1.403  -1.927
H  -0.201  2.159  -0.828
H  1.332  1.981  -0.190
H  -1.043  -0.027  -0.279
H  -0.969  0.214  2.164
H  0.656  0.192  2.128
H  -5.385  0.145  -0.199
H  -3.900  0.857  0.089
O  -4.949  0.993  0.111

---

## ii
# C5H14NO2

2 unconnected molecules or ions with the total composition C5H14NO2 (ωB97M-V/def2-TZVPD, the OMol25 dataset).

orbital gap	6.84	eV
net charge	-1
LUMO level	3.79	eV
HOMO energy	-0.1122	hartree

Geometry (Å):
C  0.605  0.280  -1.255
O  1.544  -0.038  -2.102
C  -0.897  -0.358  -1.571
C  -1.540  -0.908  -0.276
C  -1.923  0.242  0.684
C  -0.126  0.974  2.232
N  -1.548  0.400  2.083
H  0.938  -0.294  -0.350
H  0.432  1.400  -1.178
H  -0.695  -1.188  -2.342
H  -1.617  0.414  -2.038
H  -2.320  -1.603  -0.452
H  -0.867  -1.554  0.247
H  -3.006  0.226  0.750
H  -1.684  1.115  0.113
H  -0.078  1.886  1.738
H  0.823  0.209  1.932
H  0.065  1.240  3.337
H  -1.568  -0.542  2.553
H  2.346  -0.439  0.318
H  2.990  -0.429  -1.028
O  3.253  -0.539  -0.031

---

## iii
# C5H14NO2

2 unconnected molecules or ions with the total composition C5H14NO2 (ωB97M-V/def2-TZVPD, the OMol25 dataset).

orbital gap	6.15	eV
net charge	-1
LUMO level	3.66	eV
HOMO energy	-0.0914	hartree

Geometry (Å):
C  1.419  -0.927  -1.769
O  0.799  -1.065  -2.917
C  0.440  -0.877  -0.465
C  -0.633  0.128  -0.696
C  -0.263  1.638  -0.488
C  -1.792  -0.198  0.299
N  1.070  -0.598  0.860
H  2.010  -1.784  -1.529
H  2.012  -0.052  -1.883
H  0.001  -1.892  -0.405
H  -0.865  0.083  -1.774
H  -0.981  2.304  -0.973
H  -0.062  1.913  0.576
H  0.640  1.719  -1.173
H  -2.361  -1.170  0.082
H  -2.484  0.743  0.204
H  -1.541  -0.271  1.327
H  1.464  0.369  0.900
H  1.763  -1.230  1.123
H  0.211  -0.083  2.411
H  -0.893  0.557  3.161
O  0.047  0.693  3.129

---

Need the numbers? Relative energies in eV: i 2.224; ii 0.784; iii 0.000.

---

## i
# C5H14NO2

2 unconnected molecules or ions with the total composition C5H14NO2 (ωB97M-V/def2-TZVPD, the OMol25 dataset).

orbital gap	7.16	eV
net charge	-1
LUMO level	3.91	eV
HOMO energy	-0.1193	hartree

Geometry (Å):
C  1.667  -0.944  -1.020
N  0.694  -1.297  0.026
C  1.837  1.478  1.792
C  0.733  1.169  0.776
C  0.151  -0.263  0.903
C  -1.406  -0.112  0.727
O  -1.722  0.683  -0.337
H  1.051  -0.960  -1.945
H  2.431  -1.730  -1.151
H  2.222  0.027  -0.863
H  -0.015  -1.897  -0.386
H  2.319  2.424  1.824
H  1.451  1.205  2.816
H  2.561  0.671  1.700
H  -0.103  1.891  0.918
H  1.007  1.508  -0.235
H  0.204  -0.738  1.932
H  -1.724  -1.163  0.567
H  -1.840  0.334  1.651
H  -2.136  -0.148  -3.086
H  -1.823  -0.066  -1.476
O  -1.836  -0.697  -2.359

---

## ii
# C5H14NO2

3 unconnected molecules or ions with the total composition C5H14NO2 (ωB97M-V/def2-TZVPD, the OMol25 dataset).

orbital gap	5.53	eV
net charge	-1
LUMO level	1.53	eV
HOMO energy	-0.1472	hartree

Geometry (Å):
C  -1.330  -0.428  1.732
O  -2.956  0.708  -0.164
C  -0.086  0.098  1.072
C  -0.505  0.330  -0.492
C  -0.285  -0.844  -1.400
C  0.314  1.507  -0.970
N  1.098  -0.664  1.280
H  -1.964  -0.003  0.968
H  -1.309  -1.519  1.706
H  0.021  1.136  1.417
H  -1.649  0.550  -0.302
H  -0.840  -1.744  -1.189
H  -0.437  -0.543  -2.426
H  0.766  -1.081  -1.373
H  0.189  1.848  -1.979
H  1.346  1.257  -0.725
H  0.062  2.370  -0.343
H  -1.613  -0.071  2.719
H  1.869  -0.530  0.494
H  3.676  -0.176  -0.501
H  0.812  -1.636  1.156
O  2.821  -0.567  -0.679

---

## iii
# C5H14NO2

2 unconnected molecules or ions with the total composition C5H14NO2 (ωB97M-V/def2-TZVPD, the OMol25 dataset).

orbital gap	6.22	eV
net charge	-1
LUMO level	3.55	eV
HOMO energy	-0.0981	hartree

Geometry (Å):
C  1.110  0.828  -2.333
C  0.411  -0.329  -1.716
N  -0.103  -0.092  -0.374
C  1.083  0.210  0.443
C  -0.822  -1.214  0.205
C  -2.135  -0.495  0.899
O  -1.833  -0.293  2.158
H  1.366  0.686  -3.473
H  2.241  0.741  -2.027
H  0.705  1.798  -2.071
H  -0.492  -0.560  -2.361
H  1.165  -1.213  -1.897
H  1.824  -0.526  0.218
H  0.682  0.139  1.489
H  1.477  1.289  0.324
H  -1.212  -1.920  -0.489
H  -0.324  -1.827  0.966
H  -3.011  -1.180  0.721
H  -2.148  0.493  0.454
H  0.447  1.841  2.871
H  -0.425  0.488  2.608
O  -0.008  1.134  3.387

---

## iv
# C5H14NO2

2 unconnected molecules or ions with the total composition C5H14NO2 (ωB97M-V/def2-TZVPD, the OMol25 dataset).

orbital gap	7.14	eV
net charge	-1
LUMO level	3.92	eV
HOMO energy	-0.1184	hartree

Geometry (Å):
C  1.522  0.411  -0.272
C  0.362  0.705  -1.209
C  -0.995  1.248  -0.520
C  -1.565  0.002  0.235
C  -0.993  -0.021  1.693
O  -0.029  -0.997  2.030
N  0.724  1.831  -2.205
H  1.135  -0.176  0.568
H  2.404  -0.082  -0.690
H  1.891  1.379  0.273
H  -0.019  -0.280  -1.674
H  -0.854  2.161  0.000
H  -1.639  1.576  -1.381
H  -1.151  -0.900  -0.331
H  -2.608  -0.216  0.267
H  -0.198  0.795  1.816
H  -1.963  -0.129  2.450
H  0.174  1.838  -2.950
H  1.707  1.700  -2.532
H  1.370  -2.627  0.065
H  0.280  -1.993  1.054
O  0.581  -2.744  0.337

---

Need the numbers? Relative energies in eV: i 0.000; ii 5.117; iii 1.543; iv 1.306.

---

## i
# C3H12NO4

3 unconnected molecules or ions with the total composition C3H12NO4 (ωB97M-V/def2-TZVPD, the OMol25 dataset).

orbital gap	7.18	eV
net charge	-1
LUMO level	3.64	eV
HOMO energy	-0.1299	hartree

Geometry (Å):
N  0.624  -1.393  -1.850
C  0.871  -1.143  -0.362
C  -0.274  -1.854  0.353
O  -0.043  -3.268  0.182
C  0.732  0.433  -0.097
O  0.112  0.670  1.064
H  -0.278  -1.166  -2.231
H  1.245  -0.825  -2.433
H  1.871  -1.499  -0.173
H  -0.326  -1.726  1.464
H  -1.211  -1.326  0.221
H  -0.218  -3.463  -0.775
H  1.853  0.631  -0.012
H  0.221  1.031  -0.847
H  -1.802  2.158  -0.366
H  -1.373  1.340  0.759
O  -1.975  2.213  0.585
H  0.693  2.681  1.628
H  -0.801  3.098  1.284
O  0.080  3.410  1.606

---

## ii
# C3H12NO4

3 unconnected molecules or ions with the total composition C3H12NO4 (ωB97M-V/def2-TZVPD, the OMol25 dataset).

orbital gap	8.26	eV
net charge	-1
LUMO level	3.93	eV
HOMO energy	-0.1590	hartree

Geometry (Å):
N  1.807  1.770  0.605
C  0.778  0.899  -0.027
C  -0.475  1.667  -0.476
O  -0.937  1.360  -1.763
C  0.453  -0.211  0.930
O  -0.384  -1.168  0.338
H  2.086  2.470  -0.085
H  1.323  2.314  1.312
H  1.247  0.459  -0.924
H  -1.264  1.465  0.257
H  -0.281  2.734  -0.441
H  -1.090  0.402  -1.823
H  1.377  -0.700  1.262
H  -0.088  0.296  1.780
H  -1.207  -1.900  -2.011
H  -1.523  -0.991  -0.878
O  -1.910  -1.303  -1.768
H  0.450  -3.737  0.884
H  -0.347  -2.480  1.193
O  -0.015  -3.345  1.636

---

Need the numbers? Relative energies in eV: i 1.521; ii 0.000.